Formula: C21H52N4O6V
Source: the OMol25 dataset
Level of theory: ωB97M-V/def2-TZVPD

Geometry as XYZ:
```
84
C21H52N4O6V, DFT ωB97M-V/def2-TZVPD
O 14.0743 -12.9250 19.3435
V 13.1655 -14.1928 19.2323
O 12.2205 -14.1774 17.9561
C 17.1470 -7.2057 19.9623
C 18.1772 -7.3109 21.1062
C 18.0234 -8.7092 21.6650
C 18.6452 -9.8030 20.7841
C 20.1046 -9.4636 20.3718
C 20.3306 -8.0531 19.8322
N 19.6366 -7.1524 20.8148
O 19.9713 -5.8184 20.6948
C 21.8482 -7.7458 19.8264
C 19.8364 -7.9141 18.3228
C 17.7411 -6.3092 22.3027
H 17.1670 -8.1116 19.3565
H 17.2166 -6.2759 19.3976
H 16.1495 -7.1603 20.3995
H 18.4441 -8.6366 22.6679
H 16.9759 -8.8314 21.9406
H 18.0695 -9.9544 19.8709
H 18.8223 -10.7266 21.3351
H 20.3351 -10.1748 19.5786
H 20.7880 -9.7079 21.1852
H 22.0743 -6.8095 19.3162
H 22.2169 -7.6272 20.8453
H 22.4425 -8.5209 19.3426
H 18.9496 -8.4969 18.0737
H 19.5565 -6.8677 18.2006
H 20.6204 -8.1493 17.6030
H 18.3772 -6.3842 23.1847
H 16.7091 -6.5600 22.5482
H 17.6735 -5.2644 21.9996
H 20.3502 -5.6277 21.5560
C 15.6958 -14.7714 15.1319
C 16.6652 -15.3141 16.1771
C 17.8385 -14.3669 16.4796
O 18.6795 -14.3124 15.3169
C 18.6098 -13.1571 14.5879
N 15.9611 -15.8078 17.3426
H 15.2462 -13.8350 15.4625
H 14.8333 -15.3985 14.9064
H 16.2214 -14.4760 14.2238
H 16.9181 -16.3248 15.8567
H 18.3660 -14.8294 17.3138
H 17.4802 -13.3951 16.8193
H 19.2495 -12.3814 15.0089
H 17.5972 -12.7539 14.5810
H 18.9682 -13.4516 13.6015
H 15.5230 -16.6847 17.0991
H 16.7003 -16.1564 17.9359
C 13.7469 -17.4398 24.2708
C 13.5601 -17.2078 22.7856
C 12.1069 -17.4843 22.3486
O 11.9553 -17.1539 20.9250
C 10.6626 -17.5710 20.4872
N 13.9466 -15.8235 22.4852
H 14.7442 -17.1158 24.5683
H 13.6301 -18.5028 24.4817
H 13.0239 -16.8449 24.8289
H 14.2701 -17.8630 22.2810
H 11.3907 -16.9112 22.9375
H 11.8897 -18.5484 22.4419
H 10.2710 -17.1760 19.5498
H 9.9178 -17.1565 21.1665
H 10.4717 -18.6240 20.2799
H 13.4627 -15.2831 23.1880
H 14.8896 -15.7301 22.8346
C 8.6082 -11.7829 20.0593
C 9.8626 -11.1505 20.7816
C 9.5970 -10.0294 21.7674
O 10.8062 -9.5606 22.3965
C 10.6158 -8.3388 23.1187
N 10.5807 -12.2245 21.4468
H 7.9549 -12.2044 20.8233
H 8.9540 -12.5453 19.3613
H 8.0264 -11.0203 19.5415
H 10.5502 -10.7786 20.0219
H 8.8014 -10.2458 22.4804
H 9.1318 -9.1530 21.3161
H 11.5879 -8.2311 23.5998
H 9.8018 -8.2729 23.8406
H 10.7453 -7.4418 22.5131
H 11.0549 -11.5719 22.0546
H 9.8300 -12.7315 21.8933
```

Calculated values
Total charge: +1
Highest occupied orbital energy (eV): -9.62
DFT total energy (eV): -66539.6447
2S+1: 1
Strongest force on any atom (eV/A): 2.85

Formula: C21H53BrO12PS
Source: the OMol25 dataset
Level of theory: ωB97M-V/def2-TZVPD

Geometry as XYZ:
```
89
C21H53BrO12PS, DFT ωB97M-V/def2-TZVPD
C 1.6547 -3.4198 -0.1678
C 0.1715 -3.0124 -0.0791
C -0.1914 -2.0329 -1.1917
C -1.4563 -1.1852 -0.9948
C -1.6991 -0.7670 0.4388
O -0.6205 -0.0109 0.9090
P -1.0070 1.0443 2.2328
O -1.5076 2.0558 3.5284
O -0.9643 2.4304 1.2436
C 0.2242 3.1753 1.2113
C 1.1606 2.6844 0.1109
O -2.7192 0.8755 1.7622
C -2.9873 0.0163 0.7382
C -4.1927 -0.8996 1.1003
C -4.1628 -2.3160 0.6048
O -3.6257 -3.2102 1.1375
Br -5.2137 -2.7366 -1.0093
S -3.5431 1.1115 -0.6549
C -4.5541 2.2760 0.2119
O -2.4542 1.8052 -1.2893
O -4.4051 0.3617 -1.5547
H 1.8199 -4.1757 -0.9308
H 2.0191 -3.7658 0.7962
H 2.2389 -2.5296 -0.4086
H -0.4211 -3.9256 -0.1533
H 0.0280 -2.5783 0.9068
H 0.6581 -1.3805 -1.3844
H -0.3438 -2.6244 -2.1001
H -2.3420 -1.6553 -1.4281
H -1.3236 -0.2589 -1.5539
H -1.7496 -1.6264 1.1205
H 0.3695 1.0928 2.5362
H -1.1383 -0.1041 3.1131
H -1.7264 1.5003 4.2805
H -0.0773 4.1923 0.9439
H 0.7158 3.2364 2.1842
H 1.5162 1.6779 0.3225
H 0.5628 2.6542 -0.8008
H 1.9965 3.3691 -0.0473
H -5.1261 -0.4534 0.7620
H -4.2457 -0.9621 2.1857
H -5.0944 1.7532 0.9982
H -3.9324 3.0421 0.6628
H -5.2781 2.6710 -0.4955
C 2.0882 -6.2621 -4.8572
C 2.9353 -5.5221 -3.8379
O 2.7313 -6.0113 -2.5175
H 1.0320 -6.1789 -4.6009
H 2.2384 -5.8591 -5.8600
H 2.3428 -7.3251 -4.8726
H 2.6672 -4.4672 -3.8125
H 3.9970 -5.5986 -4.1001
H 2.9733 -6.9417 -2.5025
C 6.3884 -3.3559 2.0119
C 5.1263 -2.7801 1.3928
O 3.9845 -2.9891 2.2097
H 6.2667 -4.4244 2.1932
H 7.2506 -3.2062 1.3594
H 6.5987 -2.8792 2.9728
H 4.9084 -3.2667 0.4430
H 5.2525 -1.7081 1.2029
H 4.1281 -2.5548 3.0557
C -4.1429 0.3605 -4.8461
C -5.1404 0.8118 -5.8924
O -5.4393 -0.2173 -6.8415
H -3.2143 0.0392 -5.3209
H -3.9166 1.1579 -4.1394
H -4.5327 -0.4846 -4.2756
H -4.7479 1.6477 -6.4706
H -6.0693 1.1387 -5.4119
H -5.7956 -0.9621 -6.3486
C -1.2359 7.8289 3.6801
C -0.3021 6.9393 2.8748
O -0.5072 5.5647 3.1381
H -1.1054 7.6439 4.7469
H -1.0474 8.8862 3.4805
H -2.2778 7.6132 3.4330
H 0.7361 7.1477 3.1344
H -0.4287 7.1354 1.8024
H -1.4079 5.3264 2.8953
C 5.4305 1.5541 2.3062
C 4.0556 2.0462 1.8778
O 3.0564 1.6133 2.7831
H 5.4338 0.4649 2.3710
H 6.2037 1.8660 1.6005
H 5.6907 1.9435 3.2942
H 3.7941 1.6390 0.9045
H 4.0390 3.1399 1.8027
H 3.2495 1.9792 3.6510
```

Calculated values
Total charge: -1
Highest occupied orbital energy (eV): -5.23
DFT total energy (eV): -137373.6137
2S+1: 1
Strongest force on any atom (eV/A): 1.03